Record 1
{
  "formula": "C3H5NO3",
  "method": "ωB97M-V with the def2-TZVPD basis set",
  "symbols": ["C", "C", "C", "H", "H", "H", "H", "H", "N", "O", "O", "O"],
  "coordinates": [[2.53607, -0.74123, -0.02751], [0.27039, -0.32886, -0.26417], [-2.92832, 1.11313, 0.07648], [2.54039, -1.60675, -0.78975], [2.25772, -1.16206, 0.94429], [3.31043, -0.04193, -0.06185], [-2.65522, 2.17763, -0.15451], [-3.99131, 1.02323, 0.76519], [-2.06009, 0.12392, 0.10571], [1.50255, 0.24787, -0.51162], [0.11926, -1.38907, 0.24833], [-0.90189, 0.58413, -0.33060]],
  "total_energy_ev": -10820.8860,
  "homo_lumo_gap_ev": 10.959,
  "smiles": "C=NOC(=O)OC",
  "homo_ev": -10.12
}



Record 2
{
  "formula": "C3H5NO3",
  "method": "ωB97M-V with the def2-TZVPD basis set",
  "symbols": ["N", "C", "O", "C", "O", "C", "O", "H", "H", "H", "H", "H"],
  "coordinates": [[1.13401, 0.56048, -1.40592], [0.99362, 0.03566, -0.21662], [1.19720, 0.51695, 0.93299], [0.10123, -1.22509, -0.20892], [-0.87220, -0.94296, 0.84723], [-1.09359, 0.31738, 1.01546], [-1.25023, 1.18965, 0.08259], [-0.63214, 1.03712, -0.71226], [1.68724, 1.41541, -1.29628], [-0.41753, -1.37970, -1.15684], [0.61130, -2.12972, 0.12128], [-1.45892, 0.60483, 1.99729]],
  "total_energy_ev": -10822.4315,
  "homo_lumo_gap_ev": 9.278,
  "homo_ev": -9.31
}



Record 3
{
  "formula": "C3H5NO3",
  "method": "ωB97M-V with the def2-TZVPD basis set",
  "symbols": ["C", "C", "N", "C", "O", "O", "O", "H", "H", "H", "H", "H"],
  "coordinates": [[-1.43739, -0.68805, 0.24211], [1.38660, -0.19912, 0.08981], [-0.55029, 0.38233, 0.60923], [1.02672, 0.88884, -0.91116], [2.04607, 0.97782, 0.16717], [1.65249, -1.34306, 0.31778], [-0.15338, 1.41388, -0.59330], [-0.34711, 0.54195, 1.59540], [1.37613, 0.94135, -1.93334], [-2.35533, -0.61428, 0.82449], [-0.97768, -1.66912, 0.41387], [-1.66683, -0.63254, -0.82205]],
  "total_energy_ev": -10819.4580,
  "homo_lumo_gap_ev": 9.129,
  "smiles": "CNO[C@H]1OC1=O",
  "homo_ev": -9.19
}



Record 4
{
  "formula": "C3H5NO3",
  "method": "ωB97M-V with the def2-TZVPD basis set",
  "symbols": ["N", "C", "O", "C", "O", "C", "O", "H", "H", "H", "H", "H"],
  "coordinates": [[-1.40313, -0.91644, 0.15597], [-0.62362, -0.30212, 1.08371], [-0.54662, -0.64517, 2.24814], [0.15138, 0.91527, 0.56375], [1.40371, 0.52679, -0.03156], [1.36414, 0.08874, -1.28711], [0.37176, -0.05480, -1.96038], [-1.25727, -0.72258, -0.82580], [-1.83595, -1.78762, 0.42482], [-0.43169, 1.49215, -0.16016], [0.42258, 1.52901, 1.42081], [2.38472, -0.12324, -1.63221]],
  "total_energy_ev": -10825.0308,
  "homo_lumo_gap_ev": 10.900,
  "smiles": "NC(=O)COC=O",
  "homo_ev": -10.09
}